1.
Entry from the OMol25 dataset: a gas-phase ion, C11H15O3 (charge +1) at a distorted geometry (ωB97M-V/def2-TZVPD).

Summary:
Net charge: +1
Spin multiplicity: 1
Kohn-Sham gap (eV): 6.78
E_tot (eV): -17780.5188
HOMO (eV): -12.38
Relative energy (zero: lowest compared OMol25 entry of this formula, charge and spin) (kJ/mol): 307.1

Element x y z (Å)
C (-4.82814, 0.20486, -0.62422)
C (-4.14390, 1.37441, -0.16826)
C (-4.18274, -1.03648, -0.60986)
C (-2.90974, 1.25746, 0.38274)
C (-2.94317, -1.17358, -0.05221)
C (-2.34710, -0.10658, 0.55821)
C (2.02225, 0.22751, -0.43404)
C (3.10704, 0.32483, -1.51096)
C (-1.04986, -0.22742, 1.08105)
C (1.85257, -1.20108, 0.06729)
C (0.95523, -1.35659, 1.38455)
O (1.45983, 2.34094, 0.69345)
O (-0.37422, -1.36345, 1.10198)
O (2.45527, 1.35007, 0.69136)
H (-5.78605, 0.24176, -0.95565)
H (-4.69682, 2.31916, 0.04352)
H (-4.60558, -1.89398, -0.97909)
H (-2.48769, 1.98979, 1.04809)
H (-2.38037, -2.14801, 0.00281)
H (3.16901, 1.34062, -1.78617)
H (2.81636, -0.30764, -2.36585)
H (4.05564, 0.08517, -1.07388)
H (1.15948, 0.67615, -0.90468)
H (-0.42609, 0.69674, 1.29226)
H (1.37520, -1.72919, -0.76415)
H (2.73592, -1.56880, 0.39801)
H (1.27621, -2.28115, 1.94400)
H (0.96938, -0.56037, 2.08126)
H (1.76187, 3.04767, 1.32038)

2.
Entry from the OMol25 dataset: a single C11H16 molecule at a distorted geometry (ωB97M-V/def2-TZVPD).

Summary:
Spin multiplicity: 1
Kohn-Sham gap (spin up / spin down) (eV): 7.51 / 7.06
E_tot (eV): -11658.7154
HOMO (spin up / spin down) (eV): -7.10 / -6.53
Relative energy (zero: lowest compared OMol25 entry of this formula, charge and spin) (kJ/mol): 590.0

Element x y z (Å)
C (-0.94893, -0.65358, 0.46686)
C (-2.24096, -0.25550, 0.47430)
C (1.02201, 1.83210, -1.47752)
C (0.81660, 2.03878, 0.00459)
C (0.30200, -0.07022, 0.20160)
C (1.15855, 0.75954, -0.48959)
C (1.72251, -0.46772, 0.15263)
C (-3.20472, -1.35636, 0.28523)
C (-2.55827, 1.22947, 0.33767)
C (2.20116, -1.40587, -0.97257)
C (2.68082, -0.38588, 1.34424)
H (-0.84314, -1.72004, 0.77913)
H (0.13261, 1.96824, -2.11158)
H (1.89721, 2.16657, -1.94482)
H (0.10485, 2.62722, 0.57819)
H (-3.56807, -1.93083, 1.15185)
H (-4.11284, -1.02681, -0.22699)
H (-2.76634, -2.08800, -0.44500)
H (-2.74556, 1.57321, 1.33614)
H (-1.64896, 1.67351, -0.11597)
H (-3.39211, 1.33178, -0.38057)
H (2.54500, -2.33822, -0.40948)
H (3.04504, -0.85241, -1.41639)
H (1.38363, -1.56780, -1.77207)
H (3.69964, -0.06767, 0.95204)
H (2.99542, -1.40074, 1.72693)
H (2.32282, 0.38723, 1.97112)

3.
Entry from the OMol25 dataset: a molecular structure, C11H16AlBrClINO2P at a distorted geometry (ωB97M-V/def2-TZVPD).

Summary:
Net charge: +2
Spin multiplicity: 1
Kohn-Sham gap (spin up / spin down) (eV): 5.30 / 6.58
E_tot (eV): -123785.1731
HOMO (spin up / spin down) (eV): -13.68 / -14.42
Relative energy (zero: lowest compared OMol25 entry of this formula, charge and spin) (kJ/mol): 0.0

Element x y z (Å)
C (-0.01240, -1.58329, -0.80467)
C (0.90048, -0.42064, -1.27292)
H (0.33097, -2.49459, -1.34262)
H (-1.14561, -1.51835, -0.92575)
H (0.21583, -1.79623, 0.24284)
O (2.04100, -0.35113, -0.74774)
I (2.54996, 2.51708, -0.49470)
Al (-1.76621, 0.33583, 0.97730)
P (0.10558, 0.74342, -2.47783)
C (1.59687, 1.23651, -3.34226)
C (-0.71549, -0.28440, -3.71454)
H (-2.04113, 1.93352, -1.99597)
H (-1.21037, 2.53457, -3.46319)
H (-0.65602, 3.02477, -1.83496)
C (-1.05062, 2.18407, -2.42258)
H (-1.75197, -0.52054, -3.43907)
H (-0.69843, 0.31373, -4.64758)
H (1.41020, 1.33338, -4.40903)
H (2.39635, 0.51898, -3.15157)
H (-0.14611, -1.21195, -3.86411)
H (1.92362, 2.21559, -2.99992)
C (2.72591, 0.76875, 0.72269)
O (3.09131, 0.17852, 1.64928)
Cl (-3.63599, 1.12671, 0.47291)
Br (-2.30285, -3.18632, 4.98299)
C (-1.19599, -1.84704, 4.27818)
C (-0.00468, -1.48165, 4.89568)
C (0.76692, -0.46548, 4.33397)
C (0.36599, 0.17372, 3.17045)
N (-0.79034, -0.23136, 2.57555)
C (-1.59368, -1.21216, 3.11474)
H (0.31068, -1.98337, 5.79905)
H (1.65232, -0.12808, 4.85109)
H (0.84895, 1.03145, 2.70785)
H (-2.51505, -1.45401, 2.57642)

4.
Entry from the OMol25 dataset: a molecular structure, C11H16B11Br6Cl4KN3O5 at a distorted geometry (ωB97M-V/def2-TZVPD).

Summary:
Net charge: -1
Spin multiplicity: 1
Kohn-Sham gap (eV): 5.82
E_tot (eV): -520492.9783
HOMO (eV): -5.80
Relative energy (zero: lowest compared OMol25 entry of this formula, charge and spin) (kJ/mol): 123.0

Element x y z (Å)
K (-1.48639, -0.48062, -0.21932)
N (-1.06681, 2.36537, 2.55434)
N (-1.58323, 1.29652, 3.35402)
C (-2.33722, 0.22664, 2.80512)
O (-2.50887, -0.74604, 3.60191)
O (-2.69415, 0.38706, 1.58706)
H (-0.18804, 2.12365, 2.15071)
H (-1.69918, 2.46964, 1.78619)
H (-1.04575, 1.06946, 4.16479)
Br (1.85718, -0.24839, -1.42429)
B (1.72560, 1.18839, -2.72441)
B (3.07806, 2.37537, -2.78517)
C (2.30165, 3.80123, -3.37785)
B (1.40359, 2.88170, -2.20030)
B (0.57798, 3.77088, -3.58182)
B (1.73904, 3.80296, -5.01846)
B (3.27980, 2.91503, -4.53170)
B (2.84557, 1.21127, -4.15805)
Br (4.08494, -0.23898, -4.47239)
B (2.02472, 2.09791, -5.52836)
Br (2.35553, 1.64884, -7.37564)
B (0.37766, 2.62309, -4.94665)
Br (-1.13353, 2.75566, -6.14449)
B (0.18162, 2.04523, -3.21794)
Br (-1.58285, 1.61020, -2.52695)
B (1.06470, 1.02932, -4.42163)
Br (0.32241, -0.60018, -5.12315)
H (4.00971, 2.38894, -2.04010)
H (1.88345, 2.83231, -3.74907)
H (1.24480, 3.25288, -1.08079)
H (-0.11382, 4.71687, -3.36651)
H (1.80699, 4.76541, -5.71887)
H (4.33321, 3.31585, -4.91111)
Cl (0.90282, -3.22742, 5.76044)
C (0.70196, -2.21435, 4.39187)
C (1.47356, -0.90534, 4.36318)
Cl (2.49505, -0.54723, 5.68796)
C (1.37454, -0.04976, 3.35565)
Cl (2.22029, 1.43505, 3.30163)
C (0.46993, -0.34123, 2.19462)
O (0.37208, 0.38747, 1.27944)
C (-0.26543, -1.71659, 2.19972)
O (-0.86999, -2.07121, 1.24374)
C (-0.10314, -2.59057, 3.40766)
Cl (-1.00179, -4.04940, 3.43604)
C (0.04838, -4.41566, -4.32916)
N (-0.82848, -3.55718, -3.55243)
C (-2.23075, -3.48049, -3.94999)
C (-0.30207, -2.70484, -2.62944)
O (-0.91729, -1.83177, -2.04037)
H (-0.35866, -5.42701, -4.38202)
H (1.03006, -4.45630, -3.85948)
H (0.17246, -4.03604, -5.34620)
H (-2.76226, -4.39388, -3.67150)
H (-2.30502, -3.34443, -5.03333)
H (-2.69138, -2.63212, -3.45908)
H (0.76988, -2.87257, -2.44857)

5.
Entry from the OMol25 dataset: a molecular structure, C11H16BClFeN6 at a distorted geometry (ωB97M-V/def2-TZVPD).

Summary:
<S²>: 6.0163
Spin multiplicity: 5
Kohn-Sham gap (spin up / spin down) (eV): 7.88 / 8.49
E_tot (eV): -68193.0778
HOMO (spin up / spin down) (eV): -7.18 / -7.87

Element x y z (Å)
H (-0.53570, 0.48450, 3.57168)
N (0.39959, -0.02151, 1.72178)
B (2.03484, -0.75554, -0.11128)
N (1.68851, -0.43174, 1.36730)
C (2.45108, -0.46383, 2.46781)
Fe (-0.98475, 0.02244, 0.57820)
H (3.48104, -0.77997, 2.37337)
C (1.65979, -0.09653, 3.56604)
H (1.96236, -0.07530, 4.59507)
C (0.38198, 0.18128, 3.07309)
H (3.08514, -1.28563, -0.18986)
C (-3.89019, 2.08533, -1.26383)
H (-4.89988, 2.44712, -1.03928)
H (-3.94463, 1.05166, -1.62211)
H (-3.38583, 2.71645, -2.00394)
N (1.96142, 0.58688, -0.82269)
N (0.90351, -1.62542, -0.72116)
N (0.76653, 1.29476, -0.78064)
N (-0.46004, -1.35851, -0.50478)
C (2.90235, 1.24102, -1.52843)
C (1.02734, -2.71033, -1.49732)
H (3.87801, 0.78247, -1.63274)
H (2.02972, -3.03534, -1.74595)
C (2.33192, 2.43058, -1.97017)
C (-0.24995, -3.20777, -1.76984)
C (1.00046, 2.41105, -1.48382)
C (-1.16015, -2.34377, -1.13886)
H (2.81681, 3.17631, -2.57533)
H (-0.47929, -4.10144, -2.32334)
H (0.23429, 3.15800, -1.63251)
H (-2.24227, -2.37500, -1.08243)
H (-3.30859, 2.09894, -0.33658)
Cl (-2.88467, 0.97171, 2.34648)
C (-2.62986, -0.51045, 1.40491)
H (-2.52837, -1.38117, 2.08272)
H (-3.41252, -0.58125, 0.62845)

6.
Entry from the OMol25 dataset: a molecular structure, C11H16Cl2N7PdS5 (ωB97M-V/def2-TZVPD).

Summary:
Net charge: +1
Spin multiplicity: 1
Kohn-Sham gap (eV): 6.19
E_tot (eV): -104790.9616
HOMO (eV): -10.49
Relative energy (zero: lowest compared OMol25 entry of this formula, charge and spin) (kJ/mol): 0.0

Element x y z (Å)
Pd (-1.08696, -0.16258, -0.17501)
C (0.21338, 1.74975, -2.42700)
S (-1.40807, 0.93774, -2.18992)
C (-2.43509, 2.29124, -1.71948)
C (-2.59368, 2.59421, -0.41631)
S (-1.88502, 1.67493, 0.88001)
S (-3.54956, 4.00602, -0.07330)
C (-3.89301, 4.44078, -1.74178)
S (-4.74091, 5.75842, -2.15665)
S (-3.18939, 3.33173, -2.89686)
H (0.44514, 1.74964, -3.48845)
H (0.96063, 1.18926, -1.87000)
H (0.14647, 2.76693, -2.05048)
C (2.71783, 2.47945, 3.22623)
C (2.30712, 1.30927, 2.40445)
C (2.81481, 0.03096, 2.31476)
C (1.99969, -0.64095, 1.39175)
N (1.05602, 0.17784, 0.92382)
N (1.26189, 1.35109, 1.56072)
C (2.12522, -2.05456, 0.93333)
H (3.68485, 2.29040, 3.68525)
H (1.99644, 2.66999, 4.02176)
H (2.79938, 3.37980, 2.61715)
H (3.65766, -0.36744, 2.85256)
H (0.61545, 2.10948, 1.39984)
H (2.72583, -2.62449, 1.63918)
H (2.61437, -2.10632, -0.04110)
H (1.14834, -2.52938, 0.85976)
N (1.57364, -3.15248, -3.66579)
N (0.72017, -2.90397, -2.61847)
N (-0.07817, -3.82743, -2.14020)
C (-0.78023, -3.14249, -1.25228)
N (-0.38775, -1.86526, -1.22234)
N (0.57237, -1.72065, -2.11013)
H (1.88756, -4.11483, -3.60032)
H (2.35578, -2.50950, -3.60865)
H (-1.55064, -3.56185, -0.62858)
Cl (-3.33715, -3.57299, 1.36219)
C (-3.08057, -2.15695, 2.37223)
Cl (-1.47318, -1.42932, 2.09764)
H (-3.10998, -2.44336, 3.41685)
H (-3.82070, -1.40218, 2.13365)

7.
Entry from the OMol25 dataset: a molecular structure, C11H16Cl3F3HfO4S at a distorted geometry (ωB97M-V/def2-TZVPD).

Summary:
Net charge: -2
Spin multiplicity: 1
Kohn-Sham gap (spin up / spin down) (eV): 2.97 / 2.97
E_tot (eV): -77720.6587
HOMO (spin up / spin down) (eV): 0.94 / 0.94
Relative energy (zero: lowest compared OMol25 entry of this formula, charge and spin) (kJ/mol): 218.2

Element x y z (Å)
C (-0.64095, 0.99122, -1.99006)
C (-0.80977, -0.38429, -2.30457)
C (0.46699, -1.00096, -2.27187)
C (-2.08074, -1.06688, -2.62341)
C (1.43638, 0.00412, -1.98897)
C (0.75155, 1.24710, -1.81978)
C (1.37189, 2.53634, -1.49629)
C (-1.73366, 1.96861, -1.83773)
C (0.73307, -2.43424, -2.51511)
C (2.89245, -0.21960, -1.88880)
Hf (-1.12655, -1.51461, 1.94599)
Cl (-1.67970, -3.25520, 0.80204)
Cl (-2.72633, 0.11512, 1.48263)
Cl (1.03402, -0.88910, 1.40948)
H (-2.91295, -0.35402, -2.62690)
H (-2.31419, -1.86098, -1.89751)
H (-2.03830, -1.53305, -3.62045)
H (0.04739, -3.07193, -1.93760)
H (1.76257, -2.68567, -2.23113)
H (0.60699, -2.68480, -3.58067)
H (3.11452, -1.12497, -1.30670)
H (3.37447, 0.63230, -1.39824)
H (3.35083, -0.33923, -2.88286)
H (2.33334, 2.36213, -1.01472)
H (0.75817, 3.07440, -0.74815)
H (1.59857, 3.09343, -2.42100)
H (-2.64697, 1.47286, -1.48714)
H (-1.97211, 2.46987, -2.78803)
H (-1.45265, 2.72810, -1.10004)
O (0.58621, 3.06427, 0.83942)
H (0.63518, 2.24363, 1.33257)
F (0.50134, 0.09983, 7.13416)
C (0.46251, -0.26117, 5.83405)
F (1.02698, 0.72124, 5.09870)
F (1.19778, -1.38328, 5.67238)
S (-1.26119, -0.59939, 5.24017)
O (-1.83259, -1.65691, 6.01688)
O (-1.91992, 0.66794, 5.12431)
O (-0.89459, -1.17222, 3.84494)

8.
Entry from the OMol25 dataset: a molecular structure, C11H16Cl3NOReSe at a distorted geometry (ωB97M-V/def2-TZVPD).

Summary:
<S²>: 3.7687
Net charge: -2
Spin multiplicity: 4
Kohn-Sham gap (spin up / spin down) (eV): 4.00 / 5.61
E_tot (eV): -120247.8208
HOMO (spin up / spin down) (eV): 1.03 / -0.59
Relative energy (zero: lowest compared OMol25 entry of this formula, charge and spin) (kJ/mol): 103.5

Element x y z (Å)
C (1.16700, -0.77776, -1.84234)
C (2.01781, 0.21474, -1.31328)
C (1.29348, 1.46217, -1.33168)
C (3.46508, 0.01831, -1.01883)
C (-0.04512, 1.20693, -1.80625)
C (-0.06942, -0.14613, -2.23245)
C (-1.17541, -0.78316, -3.02240)
C (1.59802, -2.19728, -2.04227)
C (1.92553, 2.78870, -1.08436)
C (-1.11720, 2.22309, -2.06329)
Re (0.34706, 0.15221, 0.11889)
Cl (2.24965, 1.09636, 1.58779)
Cl (1.42373, -1.32275, 1.65787)
Cl (-0.41392, 2.20372, 1.02159)
H (3.67180, -1.02707, -0.79107)
H (3.72687, 0.58710, -0.12732)
H (4.09965, 0.36817, -1.84386)
H (2.52493, 2.71766, -0.15831)
H (1.16750, 3.55378, -0.89908)
H (2.56990, 3.09574, -1.93164)
H (-1.14831, 2.94735, -1.25849)
H (-2.08359, 1.73167, -2.12905)
H (-0.90141, 2.71760, -3.00897)
H (-2.14237, -0.31992, -2.79876)
H (-1.24656, -1.86075, -2.83391)
H (-0.97033, -0.61690, -4.09164)
H (2.21719, -2.55095, -1.20920)
H (2.17846, -2.29597, -2.96823)
H (0.73493, -2.85942, -2.15112)
O (-0.65302, -1.52679, -0.37513)
H (-1.20319, -1.95193, 0.29056)
Se (-2.61272, -0.41575, 4.28838)
C (-1.64518, -0.33184, 2.79999)
N (-0.99464, -0.20642, 1.79629)

Q: What is the E_tot in the fourth record?
A: -520492.9783 eV